# 1
96
Properties=species:S:1:pos:R:3:forces:R:3:mulliken_charge:R:1 method="wB97M-V/def2-TZVPD" e_tot_ev=-52746.6499 total_charge=+1 homo_ev=-10.560 homo_lumo_gap_ev=8.118
C 0.304 -5.608 -2.692 -1.24 0.65 -0.37 -1.158
C -1.227 -5.295 -2.496 1.29 -0.12 1.34 0.180
O -1.958 -5.363 -3.773 0.74 1.06 0.99 -0.389
N -3.152 -4.751 -3.543 0.80 0.16 -0.88 0.418
C -3.545 -3.424 -3.467 -1.71 -3.46 0.41 0.571
N -2.774 -2.372 -3.654 -1.03 1.03 -0.16 0.118
C -1.343 -2.389 -4.020 1.03 -0.93 -0.10 -0.996
C -3.416 -1.024 -3.474 0.97 1.10 0.86 -0.786
C -2.402 -0.120 -2.677 1.17 2.07 0.27 0.373
C -2.053 1.196 -3.236 0.69 -0.62 1.39 -0.677
C -1.078 2.087 -2.573 -0.91 -2.63 0.87 -1.018
C -0.484 1.614 -1.333 -0.97 -0.46 -0.76 -0.156
C -0.815 0.318 -0.728 -0.50 1.10 -1.57 0.386
C -0.079 -0.064 0.598 -0.17 -0.72 -1.05 -0.573
C -1.779 -0.525 -1.417 0.41 0.98 -0.46 0.038
N -4.911 -3.513 -3.155 0.32 -0.88 0.02 -0.611
C -5.273 -4.832 -3.070 1.96 0.51 -0.64 0.372
N -6.504 -5.430 -2.763 0.87 0.97 -0.35 -0.485
N -4.173 -5.632 -3.325 -2.49 0.97 0.68 -0.122
C -4.021 -7.087 -3.330 0.06 -0.73 -0.08 -0.429
C -3.823 -7.706 -4.767 0.86 -0.08 -0.62 0.017
O -4.587 -7.594 -5.686 -0.05 0.35 0.98 -0.415
H 0.787 -5.555 -1.687 -0.36 -0.31 -0.84 0.381
H 0.433 -6.595 -3.197 0.17 0.83 0.51 0.332
H 0.718 -4.763 -3.309 -0.19 -1.06 0.45 0.261
H -1.288 -4.266 -2.040 -0.24 -0.92 -0.76 -0.050
H -1.729 -5.980 -1.755 0.50 0.42 -0.81 0.419
H -1.023 -1.473 -4.582 -0.70 -0.69 0.86 0.360
H -0.760 -2.494 -3.061 -0.27 0.42 -1.18 0.274
H -1.078 -3.256 -4.689 -0.60 0.78 0.74 0.405
H -3.631 -0.578 -4.486 0.23 -0.44 1.06 0.318
H -4.358 -1.085 -2.875 0.76 -0.40 -0.72 0.412
H -2.551 1.513 -4.189 0.61 -0.30 1.00 0.271
H -0.797 3.071 -3.022 -0.34 -1.08 0.53 0.374
H 0.267 2.255 -0.812 -0.67 -0.68 -0.57 0.346
H 1.019 0.160 0.487 -1.21 0.09 0.24 -0.134
H -0.136 -1.186 0.708 -0.13 1.13 0.22 0.357
H -0.526 0.457 1.486 0.48 -0.53 -0.79 0.097
H -2.015 -1.530 -0.976 0.16 1.00 -0.44 0.351
H -6.950 -5.850 -3.581 0.13 0.13 0.37 0.279
H -7.131 -4.802 -2.260 0.21 -0.14 -0.37 0.284
H -4.978 -7.522 -2.923 1.00 0.63 -0.23 0.480
H -3.144 -7.401 -2.697 -1.00 0.42 -0.52 0.183
H -2.854 -8.273 -4.949 -0.75 0.39 0.56 0.334
C 4.881 1.840 -0.379 0.15 -0.35 -0.06 -0.732
C 4.812 3.098 -1.222 0.03 0.35 0.09 -0.450
C 3.395 3.037 -1.763 -0.12 -0.10 -0.21 -0.492
O 2.602 2.364 -0.773 0.23 0.01 -0.01 -0.213
C 3.479 1.770 0.197 -0.10 0.21 0.29 0.133
H 5.653 1.868 0.390 -0.04 0.05 -0.03 0.349
H 5.067 0.973 -1.021 0.01 0.01 0.05 0.365
H 4.931 3.979 -0.584 0.05 -0.04 -0.04 0.060
H 5.567 3.142 -2.007 -0.05 0.00 0.02 0.397
H 3.345 2.452 -2.688 0.04 0.06 -0.05 0.273
H 2.976 4.027 -1.956 -0.08 -0.07 0.05 0.307
H 3.402 2.353 1.122 0.03 -0.11 0.07 -0.224
H 3.160 0.746 0.404 -0.06 0.03 -0.05 0.239
C 5.904 5.211 3.564 0.04 -0.08 0.31 -0.533
C 6.584 6.303 2.759 -0.13 0.24 -0.16 -0.563
C 7.562 5.507 1.914 0.26 -0.12 -0.01 -0.474
O 6.964 4.223 1.690 -0.12 0.14 0.13 -0.437
C 5.831 4.078 2.557 -0.12 -0.09 -0.24 0.158
H 4.927 5.496 3.955 0.02 -0.06 -0.04 0.268
H 6.538 4.921 4.407 -0.06 0.00 -0.02 0.306
H 5.852 6.800 2.116 0.05 0.01 0.03 0.259
H 7.071 7.062 3.372 0.00 -0.04 -0.04 0.360
H 8.509 5.350 2.441 0.02 0.09 -0.01 0.281
H 7.774 5.985 0.955 0.00 -0.11 -0.01 0.286
H 4.927 4.150 1.942 -0.09 -0.03 0.11 -0.210
H 5.853 3.094 3.028 0.04 -0.01 -0.09 0.292
C -0.076 3.614 3.522 -0.17 -0.14 -0.26 -0.201
C 0.252 3.102 4.911 -0.03 0.13 0.31 -0.552
C 1.607 2.453 4.695 0.14 -0.20 -0.09 -0.458
O 2.251 3.181 3.640 -0.23 0.01 0.02 -0.362
C 1.290 4.042 3.015 0.20 0.21 0.01 -0.205
H -0.806 4.424 3.512 0.05 -0.02 -0.01 0.430
H -0.465 2.797 2.907 -0.03 0.05 0.02 -0.176
H 0.346 3.944 5.604 -0.01 -0.06 0.00 0.292
H -0.492 2.413 5.312 0.04 0.01 -0.05 0.306
H 1.502 1.412 4.369 -0.04 -0.03 0.08 0.233
H 2.231 2.477 5.590 0.07 0.02 -0.10 0.267
H 1.518 5.072 3.311 -0.07 0.03 -0.07 0.252
H 1.379 3.964 1.929 0.11 -0.04 0.03 0.152
C -3.867 -1.693 3.738 -0.21 -0.12 0.29 -0.619
C -4.219 -1.063 2.406 0.05 -0.11 -0.35 -0.126
C -3.900 0.399 2.656 -0.03 0.34 0.14 -0.459
O -2.827 0.435 3.610 -0.17 -0.35 -0.15 -0.359
C -2.659 -0.879 4.161 0.33 0.12 -0.02 -0.410
H -3.660 -2.762 3.678 0.02 0.05 0.03 0.335
H -4.686 -1.543 4.448 0.05 -0.04 -0.02 0.281
H -3.563 -1.460 1.624 -0.03 0.03 -0.01 -0.079
H -5.253 -1.228 2.101 0.03 0.04 0.02 0.386
H -4.756 0.923 3.094 -0.04 -0.01 -0.09 0.310
H -3.600 0.923 1.745 0.07 0.05 0.09 0.239
H -1.734 -1.299 3.750 0.00 -0.08 0.07 0.246
H -2.558 -0.813 5.246 0.03 0.11 -0.05 0.278

# 2
27
Properties=species:S:1:pos:R:3:forces:R:3:nbo_charge:R:1 method="wB97M-V/def2-TZVPD" e_tot_ev=-16170.1153 total_charge=0 homo_ev=-8.050 relative_energy_ev=3.178 homo_lumo_gap_ev=8.674
C -3.428 1.817 -0.072 0.15 0.87 0.09 -0.266
C -3.336 -0.495 0.098 0.40 -0.87 1.43 0.761
C -2.577 -1.761 -0.253 0.74 -0.10 -0.84 -0.174
C 3.572 -0.184 -0.603 0.82 -0.46 -0.72 -0.209
C 2.673 1.038 -0.662 -0.23 0.37 0.56 -0.419
C 1.393 0.601 0.053 0.39 -0.83 -0.30 -0.248
C 1.459 0.375 1.542 -1.37 0.72 0.95 -0.424
C 1.707 -0.779 0.667 -0.83 -0.51 -0.66 -0.076
H -4.430 1.668 -0.484 0.15 -0.09 0.28 0.203
H -2.908 2.552 -0.693 -0.04 -0.07 0.22 0.195
H -3.468 2.177 0.973 -0.11 -0.29 -0.54 0.198
H -3.045 -2.103 -1.176 -0.33 -0.24 -0.09 0.192
H -2.731 -2.574 0.489 0.34 0.88 -0.27 0.222
H -1.160 -0.778 -1.119 0.25 -0.11 0.13 0.476
H 4.626 0.089 -0.462 -0.16 -0.09 -0.15 0.191
H 3.476 -0.730 -1.559 0.16 0.13 0.08 0.159
H 2.515 1.332 -1.708 -0.11 0.06 0.35 0.214
H 3.123 1.872 -0.110 0.00 0.04 -0.26 0.201
H 0.428 0.806 -0.411 0.25 -0.11 0.26 0.213
H 0.490 0.453 2.083 0.84 -0.05 -0.37 0.214
H 2.338 0.734 2.075 -0.22 0.01 -0.04 0.220
H 1.010 -1.621 0.527 0.38 0.61 0.33 0.230
H 3.396 -1.992 0.393 -0.46 0.57 0.03 0.375
N 3.116 -1.014 0.502 0.58 -0.40 -0.06 -0.646
O -2.642 0.626 -0.167 -0.66 -0.40 -0.35 -0.515
O -4.416 -0.550 0.627 0.06 0.48 -0.54 -0.582
O -1.180 -1.559 -0.549 -1.00 -0.10 0.46 -0.708

# 3
20
Properties=species:S:1:pos:R:3:forces:R:3:nbo_charge:R:1 method="wB97M-V/def2-TZVPD" e_tot_ev=-10404.9632 total_charge=0 homo_ev=-9.216 relative_energy_ev=3.461 homo_lumo_gap_ev=9.963
C 2.569 -0.356 0.045 -0.06 0.18 0.15 0.159
C 2.348 0.099 1.268 0.14 -0.08 0.03 -0.553
O 2.627 -1.660 -0.317 0.02 -0.30 -0.14 -0.680
H 2.526 -2.215 0.466 0.01 0.03 -0.02 0.475
H 2.713 0.294 -0.806 0.02 0.03 -0.04 0.187
H 0.273 0.106 -1.970 0.34 0.41 0.00 0.167
H 2.211 -0.567 2.107 -0.03 -0.14 0.10 0.191
H -0.130 0.845 1.251 -0.08 -0.03 -0.08 0.161
H 2.331 1.153 1.468 -0.02 0.26 -0.06 0.223
C -2.269 0.431 0.963 -0.19 0.22 -0.33 -0.692
C -0.989 1.140 0.640 -0.18 -0.44 0.92 0.151
C -0.384 -0.729 -1.812 0.56 -0.65 0.10 -0.032
N -0.788 2.045 -0.197 0.56 0.83 -0.62 -0.622
N -1.584 -0.598 -2.134 -1.13 0.21 -0.34 -0.616
H -1.601 2.303 -0.751 -0.24 -0.23 0.05 0.334
H -2.172 -1.420 -1.980 0.35 -0.07 0.11 0.331
H 0.083 -1.628 -1.395 -0.14 -0.02 0.00 0.149
H -2.615 0.733 1.954 0.00 -0.03 0.02 0.228
H -2.108 -0.645 0.979 -0.02 -0.11 0.02 0.220
H -3.040 0.670 0.222 0.08 -0.07 0.15 0.220

# 4
81
Properties=species:S:1:pos:R:3:forces:R:3:mulliken_charge:R:1 method="wB97M-V/def2-TZVPD" e_tot_ev=-159087.7082 total_charge=-1 s2=0.769 homo_ev="-1.070 / -4.858" spin_multiplicity=2 homo_lumo_gap_ev="1.535 / 5.321"
Cs 4.613 0.022 1.546 -0.56 0.17 -0.35 1.016
As 1.931 -1.156 -1.087 -0.56 0.33 -0.34 1.934
F 3.304 0.066 -1.052 -0.98 -1.53 0.20 -0.570
F 2.282 -1.440 -2.814 -0.43 0.00 2.08 -0.490
F 0.511 -2.278 -1.014 1.79 0.99 -0.01 -0.482
F 1.787 -0.793 0.715 -0.01 -0.38 -1.40 -0.514
F 0.779 0.137 -1.491 1.24 -1.26 0.60 -0.330
F 3.043 -2.503 -0.563 -0.90 1.46 -0.61 -0.496
C 1.435 3.138 -1.761 0.57 0.48 -1.34 -0.012
C 0.640 4.203 -2.271 1.45 -0.45 0.06 -0.464
C 1.000 4.851 -3.456 -1.16 -0.02 0.45 -0.321
C 1.950 4.290 -4.314 1.34 0.70 -1.49 -0.485
C 2.837 3.324 -3.796 -0.72 -1.21 1.28 -0.516
C 2.576 2.729 -2.523 -0.93 1.25 -1.07 -0.365
N 2.162 4.792 -5.666 -1.84 0.62 2.61 0.930
O 3.113 4.452 -6.330 3.43 -2.28 -1.10 -0.792
O 1.426 5.673 -6.168 -1.91 0.96 0.73 -0.798
H 1.211 2.718 -0.792 -0.03 -0.21 -0.07 0.368
H -0.208 4.519 -1.682 -0.03 0.40 0.02 0.408
H 0.549 5.794 -3.726 -0.40 -0.18 -0.28 0.331
H 3.627 2.963 -4.439 0.12 0.02 0.07 0.422
H 3.199 1.919 -2.175 0.08 0.14 -0.01 0.441
C -4.484 -3.358 -1.614 1.19 1.44 -1.27 -0.387
C -3.383 -2.545 -1.400 0.73 -0.71 0.23 -0.621
C -2.731 -2.594 -0.152 0.13 0.60 0.16 -0.220
C -3.251 -3.351 0.885 -1.29 0.21 -1.84 0.105
C -4.481 -3.987 0.658 1.38 -1.85 1.68 -0.597
C -5.008 -4.048 -0.587 -1.80 -0.36 -0.24 -0.281
N -2.507 -3.536 2.107 -0.05 -0.44 2.43 1.003
O -2.802 -4.514 2.806 0.20 0.75 -1.05 -0.580
O -1.675 -2.711 2.479 -0.46 -0.33 -1.02 -0.524
H -4.905 -3.473 -2.602 -0.01 0.21 -0.10 0.385
H -2.955 -2.074 -2.272 0.26 0.45 0.30 0.506
H -1.825 -2.062 0.098 0.23 0.15 -0.58 0.521
H -4.822 -4.741 1.352 -0.22 0.42 0.56 0.353
H -5.898 -4.594 -0.866 -0.12 -0.46 0.74 0.342
C -0.435 2.376 5.036 -0.58 -2.03 -1.17 -0.615
C -1.077 1.195 4.165 0.25 0.25 -0.14 -0.819
C -0.067 0.690 3.032 -0.80 1.53 1.78 -0.290
S 0.573 2.286 2.465 0.14 -0.59 -2.13 1.157
O -0.389 2.945 1.562 1.55 -1.03 1.38 -0.631
O 1.969 2.007 2.005 -1.97 1.08 1.05 -0.655
C 0.518 3.130 4.088 0.54 -0.92 0.45 -0.793
H -0.004 1.811 5.863 1.11 0.52 -0.12 0.302
H -1.259 2.865 5.557 0.10 0.75 -0.68 0.314
H -1.992 1.626 3.761 -0.03 -0.55 -0.34 0.360
H -1.289 0.429 4.911 -0.33 -0.31 -0.56 0.417
H -0.385 0.119 2.160 -0.44 0.18 0.21 0.280
H 0.735 0.150 3.536 0.21 0.10 -0.20 0.116
H 0.327 4.192 3.935 0.30 -0.18 0.03 0.458
H 1.531 2.839 4.365 0.24 1.00 0.44 0.315
C 2.076 -3.285 3.514 0.65 -0.69 0.65 0.005
C 3.107 -4.405 3.178 1.27 1.86 0.91 -0.969
C 2.835 -5.532 4.176 0.46 -1.04 -2.92 -0.607
S 2.570 -4.830 5.706 -1.53 2.19 3.65 1.134
O 3.770 -4.646 6.522 -0.33 -0.39 -1.57 -0.670
O 1.443 -5.405 6.425 0.53 -0.35 -0.92 -0.678
C 2.038 -3.186 5.103 -0.15 -0.46 -1.31 -0.689
H 1.111 -3.607 3.123 -0.21 0.15 0.28 0.105
H 2.332 -2.377 2.967 -0.05 0.17 0.30 -0.031
H 4.096 -4.002 3.400 0.28 0.23 0.38 0.364
H 3.250 -4.579 2.112 -0.89 -0.82 0.06 0.429
H 3.648 -6.252 4.272 -0.21 -0.16 -0.15 0.463
H 1.921 -5.942 3.747 -0.16 -0.71 0.87 0.330
H 2.713 -2.511 5.629 0.08 0.24 -0.53 0.393
H 1.015 -3.011 5.435 0.14 -0.16 0.17 0.395
C -0.991 2.233 -5.441 -1.07 -0.79 0.54 -0.006
C -1.401 1.145 -4.361 -1.12 1.00 0.93 -0.720
C -2.012 1.923 -3.130 0.60 1.45 -1.76 -0.362
S -3.083 3.260 -4.006 1.02 -0.82 -0.57 1.042
O -2.905 4.528 -3.342 0.74 -0.13 -0.24 -0.619
O -4.445 2.913 -4.265 -1.47 -1.01 0.25 -0.694
C -2.296 3.047 -5.718 1.18 0.39 1.83 -0.812
H -0.692 1.853 -6.417 0.26 -0.46 0.26 0.408
H -0.135 2.730 -4.985 -0.26 0.69 -0.29 -0.212
H -0.614 0.507 -3.961 0.24 0.12 -0.41 0.278
H -2.263 0.533 -4.629 0.25 -0.38 -0.80 0.404
H -1.258 2.564 -2.674 0.11 -0.08 0.06 -0.199
H -2.461 1.317 -2.342 -0.53 0.14 -0.42 0.591
H -2.205 4.046 -6.145 0.42 0.01 0.20 0.435
H -2.959 2.479 -6.372 -0.24 -0.11 0.53 0.357

# 5
10
Properties=species:S:1:pos:R:3:forces:R:3:nbo_charge:R:1 method="wB97M-V/def2-TZVPD" e_tot_ev=-11146.9322 total_charge=0 homo_ev=-9.791 relative_energy_ev=2.340 homo_lumo_gap_ev=9.644
C 0.798 0.955 -0.085 3.85 0.30 0.70 -0.083
C -0.400 -0.769 -0.110 -0.35 -5.81 2.40 0.136
C -0.439 0.546 0.012 -4.43 3.23 -0.41 0.140
H 1.164 1.961 -0.201 0.61 -0.23 0.24 0.239
H 2.476 -0.434 -0.032 1.68 0.32 -0.11 0.411
N 1.532 -0.228 0.098 -1.72 -0.83 0.15 -0.329
N 0.745 -1.402 0.170 0.53 3.78 -2.01 -0.198
N -1.674 -1.298 -0.049 -2.11 2.31 -0.25 -0.125
N -2.483 -0.352 0.017 0.78 -0.87 0.58 0.169
O -1.719 1.021 0.179 1.15 -2.19 -1.28 -0.360

# 6
11
Properties=species:S:1:pos:R:3:forces:R:3:nbo_charge:R:1 method="wB97M-V/def2-TZVPD" e_tot_ev=-17434.6486 total_charge=+2 s2=2.016 homo_ev="-17.945 / -22.054" spin_multiplicity=3 homo_lumo_gap_ev="6.755 / 7.415"
C -0.978 1.098 0.189 1.66 2.16 -2.81 0.349
C 0.290 -0.375 -1.053 2.41 -6.63 0.74 -0.079
N -0.827 0.313 1.137 -1.00 -1.69 2.37 -0.617
N -0.112 0.796 -0.928 -3.81 5.26 -0.02 -0.535
N 1.381 -1.913 0.967 3.15 1.04 -0.72 -0.568
S 0.093 -1.448 0.490 -2.57 2.25 -1.18 1.321
H -1.628 1.993 0.220 0.70 -0.22 -0.30 0.306
H 0.768 -0.847 -1.908 0.14 -0.03 0.26 0.317
H -1.314 0.597 2.021 0.49 -1.00 -0.49 0.490
H -0.020 1.338 -1.821 -0.63 0.24 1.14 0.513
H 2.347 -1.552 0.686 -0.53 -1.38 1.02 0.503